# C2H3NOPS

A gas-phase ion, C2H3NOPS (charge +1) at a distorted geometry (ωB97M-V/def2-TZVPD, the OMol25 dataset).

Structure (XYZ):
```
9
Properties=species:S:1:pos:R:3:forces:R:3
S -0.666611 1.402127 0.937093 1.2103 -1.7990 -0.7674
P -1.024169 0.047245 2.764218 -1.2197 3.4595 1.2303
O -0.477136 -1.169793 2.049704 0.7164 -1.9287 -1.2515
N -0.038670 -1.485886 0.926909 1.2944 1.8798 -2.9140
C 0.547485 0.275192 -1.330300 -0.4057 -2.7025 -5.2021
C 0.107106 0.306330 -0.087979 -3.9305 -1.3228 8.9809
H -0.405875 -0.046781 -1.938572 1.2225 -0.0559 0.9123
H 0.673394 1.183574 -1.801599 1.0676 2.1791 -0.8500
H 1.284477 -0.512007 -1.519475 0.0448 0.2905 -0.1384
```
Forces are in eV/Å.

Properties
HOMO level (spin up / spin down) = -13.74 / -14.76 eV
Net charge = +1
Electronic energy = -947.05313 hartree
ΔE to the lowest compared entry with this formula, charge and spin = 4.160 eV

# C24H26CaN5O2S2

A molecular structure, C24H26CaN5O2S2 (ωB97M-V/def2-TZVPD, the OMol25 dataset).

Structure (XYZ):
```
60
Properties=species:S:1:pos:R:3:forces:R:3
Ca 0.687873 1.635560 0.649712 -0.0408 -0.0646 0.0090
S -6.372507 -0.884764 0.442129 -0.0817 -0.0620 0.1566
S 1.136147 -1.581487 -0.791459 -0.0133 -0.1439 0.0832
O 2.869534 2.343510 0.362271 -0.1888 -0.0761 -0.0161
O 1.087005 -0.563537 0.340272 -0.0529 0.2182 0.0245
N 0.515798 5.459505 1.700078 0.0333 -0.1036 -0.0837
N -1.697592 1.373690 -0.037312 0.2224 0.2926 0.0561
N 0.133171 3.117625 2.343668 0.0947 -0.1015 -0.0561
N -6.651526 1.366156 -0.909387 -0.0136 0.0723 0.1102
N 1.022078 5.604230 -0.731889 -0.0057 0.0168 -0.0440
C -3.733867 1.274652 -1.280247 0.0274 -0.0304 0.0019
C -0.513668 -2.259157 -0.858184 0.0253 -0.0007 -0.1059
C 1.964129 -3.334401 1.173143 -0.0696 0.0631 0.0299
C 0.326716 4.237214 2.034238 -0.2110 -0.0133 0.1778
C -1.403411 -2.060081 0.184181 0.0386 0.0286 0.0618
C -0.894233 -2.904938 -2.026270 0.0226 0.0157 -0.0244
C -3.749123 0.840461 1.068162 0.0910 -0.0204 -0.0102
C 2.937550 -3.581015 -1.035267 -0.0222 0.0577 -0.0006
C -2.369758 1.485877 -1.183996 0.0324 -0.1612 -0.0405
C 3.271763 3.062525 -0.812848 0.0690 0.0028 0.0362
C 0.775155 5.557658 0.399099 0.0918 0.0446 0.0052
C 3.794128 2.423696 1.458350 0.0387 0.0837 -0.1093
C -2.195373 -3.369330 -2.143552 -0.0113 0.0118 0.0348
C -5.877632 0.537709 -0.196028 0.0178 -0.0868 -0.4529
C 3.322386 1.493437 2.549218 0.0852 -0.0350 0.1144
C 3.574338 -5.064874 0.739425 0.0167 -0.0089 -0.0257
C 2.721964 -4.402249 1.616753 0.0087 -0.0199 0.0156
C -4.436630 0.910440 -0.137437 0.0530 0.1114 0.1474
C 3.683822 -4.659801 -0.581677 -0.0015 -0.0142 0.0304
C -2.393188 1.091958 1.070505 -0.1334 -0.1447 0.0309
C -2.708265 -2.508784 0.048861 -0.0090 -0.0074 0.0335
C 2.083252 -2.938615 -0.151515 -0.0370 -0.0750 -0.1080
C 2.244435 2.837226 -1.896141 0.0811 0.2382 -0.0449
C -3.101742 -3.161586 -1.111609 0.0064 -0.0088 -0.0219
H -0.189975 -3.034835 -2.839541 0.0064 0.0003 -0.0002
H 3.348884 4.124490 -0.570616 -0.0168 -0.0060 -0.0243
H 2.224572 1.802604 -2.244639 -0.0187 -0.0257 0.0376
H -3.424182 -2.341604 0.843291 -0.0105 -0.0075 -0.0108
H -1.789908 1.724631 -2.067702 -0.0123 0.0336 0.0087
H -4.263588 0.570631 1.979253 -0.0139 0.0004 -0.0014
H 2.391433 1.839521 3.006101 -0.0230 0.0141 -0.0600
H 4.780286 2.134888 1.084842 -0.0044 -0.0011 0.0497
H 4.160819 -5.901777 1.093228 0.0040 -0.0068 0.0061
H 2.505152 3.485514 -2.733224 -0.0655 -0.1282 -0.0975
H 3.207662 0.475123 2.169203 -0.0157 0.0049 -0.0160
H -1.080366 -1.548680 1.081493 -0.0097 0.0017 -0.0113
H -7.631142 1.152618 -1.010592 0.0073 -0.0121 0.0176
H -1.839029 1.039152 2.002821 -0.0051 0.0811 0.0058
H 4.063313 1.459320 3.347610 -0.0073 0.0019 -0.0022
H 3.023678 -3.237579 -2.058823 0.0078 -0.0134 -0.0089
H 4.251311 2.685546 -1.120341 -0.0074 0.0549 -0.0098
H 1.250324 3.193320 -1.598620 0.0242 -0.0330 0.0640
H -2.506166 -3.876740 -3.046225 0.0032 -0.0045 -0.0112
H -6.330520 2.278979 -1.187290 -0.0034 -0.0040 0.0099
H 4.354750 -5.175290 -1.254432 0.0031 0.0052 -0.0159
H 1.295039 -2.806578 1.840810 0.0066 -0.0121 0.0121
H -4.122815 -3.503730 -1.213014 -0.0098 0.0038 0.0064
H 2.649553 -4.726704 2.645657 -0.0136 0.0095 0.0107
H 3.837522 3.461701 1.799476 0.0314 -0.0245 0.0157
H -4.219311 1.346955 -2.243946 -0.0214 -0.0119 0.0100
```
Forces are in eV/Å.

Properties
HOMO level = -11.18 eV
Net charge = +1
Electronic energy = -2828.27389 hartree
ΔE to the lowest compared entry with this formula, charge and spin = 0.000 eV

# C32H29As3O6RuS

A molecular structure, C32H29As3O6RuS at a distorted geometry (ωB97M-V/def2-TZVPD, the OMol25 dataset).

Structure (XYZ):
```
72
Properties=species:S:1:pos:R:3:forces:R:3
Ru 0.312907 0.264283 0.487167 1.9687 0.9491 0.1664
As -1.728280 0.389018 -0.803718 -1.2990 -0.4054 -0.5117
As 2.959634 0.753358 0.733759 0.4067 -0.6345 -0.1519
As -0.006258 -2.119031 0.217662 -0.7787 -0.8666 0.2180
S 0.376169 3.057339 0.489950 -0.1869 -0.5870 -0.0661
O 1.833964 -0.021170 1.804236 -0.1544 0.2974 -0.2762
O 2.325662 0.114716 -0.694710 -0.1966 0.4297 0.4835
O -0.462666 4.178722 0.297445 0.0720 0.1207 0.0557
O 0.632969 2.176209 -0.701908 -0.2731 0.2341 0.3963
O -0.138898 2.041296 1.507403 -0.0676 0.3568 -0.1449
O 4.568340 0.209386 1.010233 -0.1248 -0.0002 -0.0394
C -0.381862 -2.605882 2.021582 0.0384 0.1218 0.0937
C 2.546221 -3.293647 0.350795 0.0980 -0.1168 -0.0633
C -4.811412 3.621413 0.473580 0.0191 -0.0096 -0.0095
C -1.293527 -1.997100 4.162830 0.0322 -0.0519 -0.0404
C 3.531760 -4.641263 -1.376279 0.0017 -0.0105 -0.0400
C 4.438088 4.394500 1.953991 0.1065 0.0124 0.0262
C -2.534349 0.483443 -3.507444 0.0670 -0.0422 -0.1509
C 0.020045 -3.838569 2.519215 -0.1008 -0.0410 0.0610
C 1.404410 -3.176472 -0.438056 0.2283 0.2297 -0.0360
C 2.135454 4.845612 1.425199 0.0512 -0.1343 -0.0351
C 3.609191 -4.043290 -0.122761 0.0203 0.0114 0.0142
C -1.631911 -2.431306 -0.795249 -0.0485 0.0609 -0.1742
C -2.626003 -1.311552 -0.538413 -0.0239 -0.1686 0.0620
C 2.393721 -4.500817 -2.158695 0.0130 -0.0071 -0.0377
C 4.283551 3.061112 1.574684 -0.1065 0.1155 -0.0133
C -0.247683 -4.148329 3.844593 0.0003 -0.0231 0.0404
C -3.296855 2.749427 -1.179562 -0.0205 0.1173 -0.0165
C -2.341398 0.495047 -4.879362 -0.0011 -0.0333 -0.0640
C -0.897534 -3.232304 4.661841 -0.0023 0.0094 -0.0015
C -3.499473 1.679894 0.991286 -0.0889 0.0864 -0.0178
C -4.243371 3.685384 -0.791539 -0.0313 0.0710 0.0149
C 0.048085 0.358781 -4.563734 0.0030 -0.0150 -0.0337
C -1.033202 -1.682114 2.838439 -0.0109 -0.1119 0.1367
C -4.436342 2.625562 1.369698 -0.0011 0.0182 -0.0210
C -1.054108 0.433385 -5.403958 -0.0460 0.0090 0.0292
C -0.125297 0.358157 -3.187247 -0.1248 0.0008 -0.0725
C -1.418809 0.423143 -2.677107 0.2434 0.0814 0.0256
C 1.970878 3.527698 1.049087 0.2869 -0.0290 0.1005
C 3.381916 5.276000 1.877579 -0.0153 0.0867 0.0245
C 3.053999 2.618151 1.117355 -0.1916 0.2186 0.0215
C 1.318832 -3.754633 -1.696473 0.1414 -0.1375 -0.0286
C -2.955124 1.743211 -0.288899 0.1868 -0.0190 0.0911
H -1.347514 -0.712654 2.462849 0.0004 0.0904 -0.0476
H 4.495972 -4.166605 0.485587 -0.0088 -0.0016 -0.0207
H 3.516454 6.309509 2.167084 -0.0146 -0.0147 0.0027
H -0.912345 0.448515 -6.476357 -0.0045 -0.0054 0.0057
H -3.455512 -1.349085 -1.240978 -0.0997 -0.0377 -0.0339
H 2.599658 -2.821210 1.323296 -0.0130 0.0239 0.0637
H -3.197021 0.553783 -5.539209 0.0257 -0.0033 -0.0022
H -1.792034 -1.282663 4.804176 -0.0007 -0.0135 -0.0133
H -3.199944 0.911074 1.693478 -0.0021 -0.0470 0.0128
H 1.046325 0.313177 -4.977827 -0.0065 0.0007 -0.0063
H -4.873789 2.588615 2.358293 0.0057 0.0069 -0.0125
H 1.296845 5.525738 1.356679 0.0280 0.0036 -0.0082
H 4.368028 -5.219418 -1.747145 -0.0228 -0.0095 0.0140
H -2.833045 2.813047 -2.155951 -0.0335 0.0010 0.0196
H -4.532553 4.469139 -1.478774 0.0068 0.0034 0.0226
H 4.802176 -0.505449 0.400240 0.0352 -0.0736 0.0178
H -3.032736 -1.333724 0.471008 -0.0264 -0.0500 0.0792
H -3.537538 0.532522 -3.101354 -0.0110 0.0073 -0.0006
H -2.008903 -3.405750 -0.493068 -0.0533 -0.0820 0.0091
H -5.546409 4.358425 0.769123 0.0068 -0.0127 -0.0061
H 0.057878 -5.107619 4.241372 -0.0198 0.0175 -0.0057
H 0.737660 0.324924 -2.534879 0.0561 0.0379 0.0298
H -1.095048 -3.480863 5.696333 0.0068 0.0025 -0.0186
H 0.437434 -3.648354 -2.312773 -0.0243 0.0057 -0.0263
H 5.401374 4.733145 2.310653 -0.0020 -0.0058 -0.0142
H 5.119093 2.381132 1.639340 0.0450 0.0044 0.0018
H 0.520971 -4.556273 1.884505 0.0558 -0.0285 -0.0085
H -1.357323 -2.470142 -1.848010 -0.0334 -0.0127 -0.0883
H 2.340414 -4.969695 -3.132176 0.0137 -0.0009 0.0194
```
Forces are in eV/Å.

Properties
HOMO level (spin up / spin down) = -14.57 / -14.58 eV
Net charge = +2
2S+1 = 5
Electronic energy = -8888.01376 hartree

# C40H58N2O3SbSi3TeTi

A molecular structure, C40H58N2O3SbSi3TeTi at a distorted geometry (ωB97M-V/def2-TZVPD, the OMol25 dataset).

Structure (XYZ):
```
109
Properties=species:S:1:pos:R:3:forces:R:3
Te -1.860439 -1.910884 0.567414 -0.2255 0.1613 -0.2459
Sb 0.821396 -0.072946 -1.893362 0.1745 0.0963 -0.0845
Ti -0.561420 0.525390 0.884388 1.0818 -0.9423 -0.8449
Si 2.683500 1.341265 0.966844 0.1778 0.0820 -0.1673
Si -1.369761 1.033944 -4.042441 0.1716 0.0841 0.0769
Si 0.923236 3.168690 -3.373960 -0.0266 -0.0841 0.0133
O -0.285583 0.559136 2.705607 -0.4350 0.4276 0.8730
O -0.980335 0.844820 7.384874 -0.2111 0.0023 -0.2247
O -2.514230 0.839905 1.178224 -1.3626 0.4561 0.7650
N 2.007093 -2.057593 -0.628468 0.0980 0.1934 -0.1191
N -0.703087 2.427307 -0.361997 -0.4047 -0.0926 0.3023
C -0.255887 1.841225 -2.701280 -0.1440 -0.0571 0.1915
C 1.855828 -1.286291 0.459487 -0.0393 0.2029 -0.0447
C -3.353608 0.831204 4.699150 0.1267 -0.0049 0.1209
C -0.925093 -3.791923 0.301855 0.2825 -0.1433 0.1318
C -0.991966 -3.614760 -2.234744 -0.1971 0.0990 -0.1263
C 0.580486 -7.821859 -0.073289 0.0490 -0.0456 -0.0039
C 3.239417 0.880891 2.709318 -0.0435 -0.0230 -0.0575
C 2.322880 -3.345985 -0.509863 0.0535 -0.1001 0.0374
C -0.126396 -5.837836 1.301907 -0.0213 0.0341 0.0852
C 1.780767 2.587132 -4.936886 -0.0191 -0.0674 -0.0154
C -2.549534 0.752792 3.540075 -0.3722 -0.0188 -0.2439
C -0.596927 0.716257 5.002761 -0.1904 -0.0154 0.1217
C -1.274229 3.250540 0.544918 0.1451 0.0629 0.2634
C 1.481792 0.142751 0.218562 -0.3169 -0.3629 -0.0917
C -0.214634 -5.650884 -1.059855 -0.0101 0.0167 -0.0547
C -2.079610 2.235770 -5.311459 0.0117 -0.0270 -0.0076
C -2.291511 4.124915 0.277657 0.0799 -0.0382 -0.2702
C 2.547869 -3.959333 0.702980 0.0282 0.0762 -0.0535
C 0.075352 -6.412107 0.061952 -0.0088 -0.1118 -0.0020
C 2.017050 3.081186 1.244969 -0.1551 0.0563 -0.0345
C 0.040144 4.772790 -3.807724 0.0028 -0.0282 -0.0603
C -0.771417 -4.001465 2.839546 -0.0474 0.1535 0.0489
C -2.823213 0.863504 5.958420 0.0333 -0.0091 -0.1655
C -2.157945 3.361477 -1.982854 0.0521 -0.0269 -0.0298
C -3.193433 0.763841 2.230800 0.6194 -0.1066 0.0031
C -0.711170 -4.357026 -0.968636 -0.0417 -0.0282 0.2986
C 0.418617 0.779254 7.604569 0.0261 -0.0050 -0.0211
C -1.425420 0.808148 6.108978 0.1580 -0.0023 0.1502
C 2.181651 3.654729 -2.069436 -0.0522 -0.1366 -0.0090
C 2.730268 0.161903 -2.854301 0.0540 0.0212 -0.0103
C -2.798892 0.175035 -3.202229 0.0046 -0.0426 0.0967
C -0.615051 -4.540549 1.446121 0.0450 0.0100 -0.1373
C -4.687006 0.678001 2.095917 0.1011 0.0689 -0.1120
C -0.439365 -0.229903 -5.073734 0.0061 0.0548 -0.0240
C -1.145911 0.680685 3.715003 0.2614 -0.0599 -0.1986
C -2.770878 4.140638 -1.036249 0.0131 0.0397 0.1427
C -1.071770 2.521149 -1.654332 0.3144 -0.0541 -0.2301
C 4.294485 1.473325 0.000486 0.0179 -0.0119 0.0251
C 2.377949 -3.184664 1.845349 0.0467 0.0170 0.0306
C 2.024253 -1.858744 1.732878 -0.0781 0.0363 0.0116
H 2.398911 0.728841 3.385367 -0.0719 0.0332 0.0434
H 3.422276 -0.397515 -2.230752 0.0168 -0.0192 0.0125
H 2.496554 -3.624179 2.828224 0.0093 -0.0250 0.0164
H -0.384574 -2.714578 -2.297428 0.0756 0.1238 -0.0107
H -1.340974 2.921498 -5.721343 0.0888 0.0152 -0.0431
H -5.170825 1.563845 2.510641 0.0167 0.0181 0.0066
H 0.824813 -0.162051 7.227464 0.0395 0.0262 0.0159
H 4.739746 0.483197 -0.112335 0.0290 -0.0714 0.0010
H 3.817345 1.733543 3.074769 0.0501 0.0010 0.0533
H -4.930924 0.591828 1.039968 0.0092 0.0178 0.0160
H 3.057290 1.194291 -2.932412 0.0378 0.0033 0.0660
H 1.837915 -1.266567 2.615069 -0.0224 0.0343 0.0241
H 0.786572 5.475546 -4.185295 0.0427 0.0334 -0.0262
H -2.699315 4.753108 1.054249 -0.0179 0.0250 0.0233
H -2.458616 1.639398 -6.143553 -0.0557 -0.0305 -0.0439
H -1.120808 -0.575527 -5.854587 -0.0297 -0.0143 -0.0339
H 1.853642 4.551968 -1.541965 -0.0036 0.0350 0.0141
H 0.551731 0.832651 8.681540 0.0266 -0.0064 -0.0353
H -0.237883 -4.632672 3.549268 0.0088 -0.0317 0.0486
H 2.636883 3.236871 -5.124097 0.0488 0.0707 -0.0342
H -0.863804 3.178513 1.551367 -0.1308 -0.0318 -0.0438
H -2.449885 -0.639172 -2.561985 0.0141 -0.0212 0.0144
H 0.432430 0.193206 -5.569460 0.0670 0.0472 -0.0479
H -0.391210 -2.979092 2.916973 -0.0131 -0.1022 -0.0073
H -2.477754 3.412754 -3.010627 -0.0124 0.0104 -0.0494
H 0.111915 -6.406889 2.194331 0.0012 -0.0207 0.0259
H 2.151492 1.565963 -4.878359 -0.0246 0.0695 -0.0330
H 3.154798 3.870225 -2.512724 0.0463 0.0285 -0.0511
H 2.802569 -5.006782 0.753796 0.0228 -0.0314 0.0038
H 0.925954 1.620706 7.127171 0.0329 -0.0254 0.0200
H 1.494548 3.536317 0.406258 0.0409 -0.0559 0.1723
H 3.873283 -0.002425 2.746473 0.0679 -0.0589 -0.0160
H 4.180336 1.896659 -0.994803 0.0024 0.0033 -0.0469
H 2.870833 3.715982 1.490739 0.0442 0.0581 0.0325
H -0.120601 -1.104470 -4.511511 0.0062 -0.0765 0.0731
H -2.913886 2.828794 -4.939924 -0.0683 0.0437 0.0234
H -4.426926 0.873319 4.590250 -0.0511 0.0006 -0.0048
H -0.726740 4.663875 -4.573394 -0.0270 -0.0043 -0.0309
H 2.401139 -3.903776 -1.435391 0.0033 -0.0190 -0.0518
H -3.444104 0.923698 6.839083 -0.0182 0.0113 0.0385
H 1.121357 2.657468 -5.800999 -0.0786 0.0126 -0.0832
H 5.005929 2.095533 0.547300 0.0506 0.0332 0.0359
H -0.783515 -4.239298 -3.103095 0.0066 -0.0055 -0.0225
H -2.034015 -3.290229 -2.282439 -0.0147 -0.0063 0.0107
H -0.053235 -6.077014 -2.044496 -0.0013 -0.0152 -0.0363
H 2.700943 -0.283446 -3.846651 -0.0210 -0.0405 -0.0503
H 0.834455 -8.244413 0.898430 0.0029 0.0011 0.0124
H -1.822235 -3.966501 3.134740 -0.0300 0.0150 -0.0011
H -3.383731 0.848176 -2.572927 -0.0265 0.0438 -0.0049
H 2.318845 2.870493 -1.325163 0.0240 0.0705 -0.1885
H -3.471033 -0.246404 -3.952073 -0.0289 -0.0338 -0.0356
H -0.421091 5.230411 -2.934107 -0.0112 0.0468 0.0856
H -0.171924 -8.467400 -0.530375 -0.0109 0.0053 -0.0054
H -3.596843 4.781932 -1.315433 -0.0160 0.0121 -0.0016
H 0.477080 0.650010 5.087420 0.0035 0.0093 -0.0181
H -5.068258 -0.194901 2.624248 0.0296 -0.0223 0.0172
H 1.470617 -7.867792 -0.703487 0.0075 0.0102 -0.0115
H 1.354196 3.087629 2.114142 -0.0214 -0.0069 0.0625
```
Forces are in eV/Å.

Properties
HOMO level (spin up / spin down) = -6.71 / -6.72 eV
2S+1 = 2
Electronic energy = -4120.60504 hartree
ΔE to the lowest compared entry with this formula, charge and spin = 0.366 eV